1.
This record from OMol25 describes 2 unconnected molecules or ions with the total composition C23H29OSi at a distorted geometry. The level of theory is ωB97M-V/def2-TZVPD.

Positions of all 54 atoms, in Å:
C  2.578  1.357  3.478
Si  1.862  -0.302  3.052
C  1.634  -0.568  1.217
C  2.848  -1.601  3.925
O  0.287  -0.355  3.723
C  -0.878  -0.174  3.108
C  -1.191  0.631  2.033
C  -2.667  0.716  1.903
C  -3.223  -0.450  2.779
C  -2.073  -0.931  3.674
H  3.514  1.525  2.932
H  1.892  2.180  3.245
H  2.794  1.400  4.555
H  2.602  -0.621  0.702
H  1.061  -1.478  0.976
H  1.086  0.266  0.765
H  3.822  -1.753  3.439
H  3.034  -1.280  4.960
H  2.330  -2.566  3.959
H  -0.518  1.141  1.354
H  -3.086  1.669  2.272
H  -3.014  0.618  0.868
H  -4.120  -0.174  3.340
H  -3.513  -1.282  2.131
H  -1.921  -2.025  3.579
H  -2.217  -0.744  4.754
C  0.788  1.004  -1.525
C  0.636  2.415  -1.648
C  1.615  3.266  -1.065
C  1.624  4.631  -1.324
C  0.644  5.190  -2.163
C  -0.387  4.383  -2.678
C  -0.422  3.020  -2.388
C  0.018  0.046  -2.183
C  0.320  -1.308  -2.140
C  -0.420  -2.331  -2.821
C  0.036  -3.675  -2.757
C  -0.574  -4.680  -3.499
C  -1.669  -4.369  -4.328
C  -2.175  -3.055  -4.366
C  -1.575  -2.050  -3.612
H  1.711  0.650  -1.060
H  2.377  2.808  -0.428
H  2.390  5.259  -0.869
H  0.663  6.256  -2.384
H  -1.178  4.820  -3.299
H  -1.237  2.388  -2.747
H  -0.787  0.368  -2.825
H  1.234  -1.604  -1.615
H  0.873  -3.898  -2.094
H  -0.229  -5.711  -3.406
H  -2.142  -5.153  -4.920
H  -3.065  -2.828  -4.964
H  -1.995  -1.041  -3.614

Atomic forces in eV per Å
C 0.0831 0.2280 -0.1449
Si -1.0732 0.1767 0.7182
C 0.1672 -0.0627 -0.5006
C 0.1061 -0.2850 0.0252
O 1.4836 -0.4534 -0.2341
C -0.9182 0.9333 -1.3869
C 0.3734 -1.3505 1.7745
C -1.1729 -0.1080 -0.0741
C -0.1735 -0.1846 -0.2867
C 0.2988 0.2191 0.1084
H -0.0658 0.0384 0.1541
H 0.0756 -0.1161 -0.0091
H -0.0285 -0.0180 -0.2821
H -0.0090 -0.1155 0.1285
H 0.1878 0.2075 0.2202
H 0.1781 -0.2689 0.4172
H -0.1647 0.0376 0.1257
H -0.0528 -0.0935 -0.2633
H 0.0927 0.1466 -0.0305
H -0.0353 0.2052 0.5027
H 0.3373 -0.1337 -0.1597
H -0.0306 0.0127 0.0344
H 0.2024 0.0678 -0.0680
H -0.0518 0.1418 -0.0305
H 0.1177 0.5309 0.0527
H 0.1033 0.1288 -0.4587
C 0.3858 -0.4056 -1.1290
C -0.2765 0.9189 0.2504
C -0.0837 -0.2283 -0.2869
C -0.1946 -0.0989 -0.0168
C 0.0022 -0.5510 0.2625
C -0.1481 -0.2778 0.1255
C 0.4469 0.0471 -0.0372
C 0.1964 0.0271 0.1286
C -0.0128 0.2541 -0.1700
C -0.3133 -0.4024 -0.3920
C -0.0775 0.3052 -0.0214
C -0.3704 0.1855 -0.0444
C 0.3726 0.3476 0.4636
C 0.0496 0.0479 0.2174
C 0.2472 -0.2830 0.0831
H -0.3971 0.1456 0.1389
H -0.1450 0.2323 -0.2131
H -0.2385 -0.1463 -0.2023
H -0.0059 -0.2665 0.0267
H 0.3886 -0.1572 0.3300
H 0.2209 0.3744 -0.0223
H -0.1675 0.0458 0.2221
H -0.3784 -0.0319 0.0619
H -0.1461 -0.0403 -0.2556
H -0.0561 0.3477 -0.1269
H 0.1156 0.2285 0.1704
H 0.4513 -0.1016 0.2345
H 0.1036 -0.4014 -0.1301

Summary:
HOMO energy = -10.2 eV
E_tot = -34240.561 eV
Charge = +1
Orbital gap = 4.5 eV

Here are the Mulliken charges for atoms 1 to 4, given in e: atom 1 (C): -1.018, atom 2 (Si): 0.221, atom 3 (C): -0.279, atom 4 (C): -1.021

---

2.
This record from OMol25 describes a single H6NPSi molecule at a distorted geometry. The level of theory is ωB97M-V/def2-TZVPD.

Positions of all 9 atoms, in Å:
N  -1.518  -0.656  0.089
Si  1.466  0.254  0.096
P  -0.752  0.850  0.108
H  -1.617  -1.242  -0.727
H  -1.996  -0.882  0.914
H  2.249  1.601  0.645
H  1.317  -0.875  0.989
H  2.031  -0.542  -0.974
H  -1.180  1.491  -1.140

Atomic forces in eV per Å
N 0.6188 0.4449 -1.2750
Si -0.3163 1.9426 0.4410
P 0.0396 0.5634 -0.2645
H -0.0440 -0.0050 0.4095
H -0.7886 -0.5678 0.7034
H -0.7340 -2.0132 -0.8010
H 0.0678 -0.0592 1.0758
H 0.5211 0.3375 -0.9246
H 0.6356 -0.6433 0.6355

Summary:
HOMO energy = -8.5 eV
Relative energy (zero: lowest compared OMol25 entry of this formula, charge and spin) = 25.03 kcal per mole
E_tot = -18752.401 eV
SMILES = NP[SiH3]
Orbital gap = 9.5 eV

Here are the Mulliken charges for atoms 1 to 4, given in e: atom 1 (N): -0.449, atom 2 (Si): 0.246, atom 3 (P): -0.055, atom 4 (H): 0.209

---

3.
This record from OMol25 describes 3 unconnected molecules or ions with the total composition H7NO2 at a distorted geometry. The level of theory is ωB97M-V/def2-TZVPD.

Positions of all 10 atoms, in Å:
N  -1.691  -0.303  0.258
H  -2.242  -0.118  1.118
H  -1.649  -1.343  0.179
H  -2.437  -0.027  -0.377
H  0.601  -0.783  -0.471
H  2.150  -0.758  -0.348
O  1.356  -1.213  -0.055
H  -0.406  1.171  -0.102
H  0.878  1.424  0.650
O  0.507  1.495  -0.236

Atomic forces in eV per Å
N -1.5883 -0.6263 0.6014
H 0.9744 -0.3713 -0.0401
H 0.0508 1.0755 0.1562
H 0.2580 -0.1281 -0.7495
H 0.3694 0.3760 0.0413
H -0.2404 0.1921 -0.1768
O 0.0081 -0.7383 0.2376
H 0.4449 -0.1103 -0.0837
H 0.1124 -0.0211 -0.0807
O -0.3893 0.3518 0.0942

Summary:
HOMO energy = -10.6 eV
Relative energy (zero: lowest compared OMol25 entry of this formula, charge and spin) = 8.05 kcal per mole
E_tot = -5698.748 eV
SMILES = N.O.O
Orbital gap = 11.3 eV

Here are the Mulliken charges for atoms 1 to 4, given in e: atom 1 (N): -0.822, atom 2 (H): 0.249, atom 3 (H): 0.281, atom 4 (H): 0.260

---

4.
This record from OMol25 describes 2 unconnected molecules or ions with the total composition C2H6OS at a distorted geometry. The level of theory is ωB97M-V/def2-TZVPD.

Positions of all 10 atoms, in Å:
S  -4.106  2.477  -0.884
H  -5.325  2.758  -1.498
H  -3.743  3.691  -1.154
C  1.416  -1.097  -0.407
C  1.871  -1.021  0.850
O  2.647  -2.061  1.225
H  0.723  -0.549  -1.071
H  2.093  -1.751  -0.977
H  1.525  -0.395  1.697
H  2.899  -2.051  2.220

Atomic forces in eV per Å
S -1.6212 -0.7195 -0.4362
H 1.0106 -0.4853 0.5969
H 0.6127 1.2040 -0.1605
C 1.2161 0.3543 -0.9884
C -2.1574 0.1617 0.1786
O 1.8969 -0.6015 3.0178
H 0.4320 0.1524 1.3277
H -0.7494 -0.2367 0.0441
H 0.0980 -0.1375 -0.8704
H -0.7385 0.3081 -2.7097

Summary:
HOMO energy = -8.8 eV
Relative energy (zero: lowest compared OMol25 entry of this formula, charge and spin) = 28.06 kcal per mole
E_tot = -15052.215 eV
SMILES = C=CO.S
Orbital gap = 9.6 eV

Here are the Mulliken charges for atoms 1 to 4, given in e: atom 1 (S): -0.288, atom 2 (H): 0.153, atom 3 (H): 0.134, atom 4 (C): -0.728